A gas-phase ion, C4H9N4O (charge +1), computed with the ωB97M-V functional and the def2-TZVPD basis.

Positions of all 18 atoms, in Å:
C  -0.2839  0.0661  0.8259
C  -0.0520  0.2661  2.2482
C  1.6659  -1.6112  0.4495
C  -1.5915  1.5429  -1.9346
N  -1.1869  0.5950  0.1183
N  0.6532  -0.7269  -0.0020
N  -1.2806  0.4644  -1.1402
N  0.3903  -0.6549  -1.2641
O  0.9005  -1.2525  -2.1955
H  -0.4265  1.2297  2.6556
H  1.1173  0.2467  2.2602
H  -0.3760  -0.4774  2.9181
H  1.4399  -1.9376  1.3922
H  1.7370  -2.4179  -0.2954
H  2.6292  -1.0568  0.4485
H  -0.8967  2.3797  -2.0556
H  -1.9767  1.2345  -2.9454
H  -2.4626  2.1102  -1.4838

Calculated values
Energy relative to the best compared isomer or geometry (same formula, charge and spin) ... 631.2 kJ/mol
SMILES ... C/N=N/C(C)=[N+](/C)N=O
Total charge ... +1
Lowest unoccupied orbital energy (alpha / beta) ... -5.8 / -5.8 eV

Atomic partial charges in e from the Mulliken method, atoms 1 to 6: number 1, C, carries 0.705; number 2, C, carries -1.084; number 3, C, carries -0.860; number 4, C, carries -0.650; number 5, N, carries -0.181; number 6, N, carries 0.391

---

A molecular structure, C26H27IKNO7P3, computed with the ωB97M-V functional and the def2-TZVPD basis.

Positions of all 66 atoms, in Å:
K  1.6631  0.7666  -1.4677
I  -1.5844  1.7040  -2.3352
C  -2.0310  2.9840  -0.7346
C  -2.0469  4.3073  -1.0689
C  -2.6295  5.2564  -0.2020
C  -3.2586  4.8410  0.9295
C  -3.2186  3.4763  1.3145
C  -3.9088  3.0451  2.4722
C  -3.8549  1.7457  2.8821
C  -2.9856  0.8596  2.2183
C  -2.2724  1.2367  1.1074
P  -0.7715  0.2554  0.6787
C  0.2720  0.5747  2.1514
C  1.4853  -0.1164  2.2179
C  2.3795  0.1279  3.2491
C  2.0930  1.0887  4.2093
C  0.9083  1.8044  4.1278
C  0.0022  1.5499  3.1074
C  -1.4108  -1.4450  0.9596
C  -0.9705  -2.3222  1.9470
C  -1.4442  -3.6280  1.9931
C  -2.3674  -4.0737  1.0610
C  -2.8187  -3.2062  0.0738
C  -2.3395  -1.9081  0.0200
C  -2.4908  2.5328  0.5363
H  -1.6331  4.6281  -2.0123
H  -2.6169  6.3021  -0.4806
H  -3.7904  5.5401  1.5646
H  -4.4918  3.7767  3.0205
H  -4.4059  1.4149  3.7532
H  -2.8124  -0.1221  2.6441
H  1.7453  -0.8384  1.4493
H  3.3115  -0.4225  3.2854
H  2.7980  1.2914  5.0062
H  0.6870  2.5752  4.8559
H  -0.9072  2.1328  3.0522
H  -0.2462  -1.9904  2.6796
H  -1.0794  -4.2998  2.7601
H  -2.7260  -5.0946  1.0935
H  -3.5331  -3.5462  -0.6655
H  -2.6801  -1.2374  -0.7629
N  2.6434  -4.2406  -3.4705
C  2.5898  -2.8042  -2.9880
C  4.0060  -2.2435  -3.0590
P  2.0909  -2.9488  -1.2127
O  0.4724  -3.1346  -1.3071
O  2.7028  -4.2588  -0.8259
O  2.3822  -1.6625  -0.5154
P  1.4821  -1.9499  -4.2029
O  0.1906  -2.9520  -4.1050
O  2.1098  -2.2020  -5.5240
O  1.1641  -0.6100  -3.6387
H  2.9637  -4.7893  -2.6494
H  3.2327  -4.3093  -4.2986
H  1.6927  -4.5171  -3.7328
H  4.6892  -2.8056  -2.4170
H  4.0001  -1.2123  -2.7135
H  4.3611  -2.2528  -4.0920
H  0.0155  -2.5136  -0.7209
H  -0.2049  -2.8643  -3.2236
C  2.5731  3.9449  -1.5660
C  1.1134  3.8690  -1.0356
O  0.9465  2.9419  -0.2195
H  2.9376  4.9734  -1.5041
H  2.5524  3.6999  -2.6359
H  3.2741  3.2758  -1.0331

Calculated values
Total charge ... -1
Lowest unoccupied orbital energy ... 2.4 eV

Atomic partial charges in e from the Mulliken method, atoms 1 to 6: number 1, K, carries 1.039; number 2, I, carries 0.155; number 3, C, carries -0.113; number 4, C, carries -0.411; number 5, C, carries -0.866; number 6, C, carries -0.879

---

2 unconnected molecules or ions with the total composition C4H11NO3P, computed with the ωB97M-V functional and the def2-TZVPD basis.

Positions of all 20 atoms, in Å:
C  1.6362  -0.8886  -1.1443
C  -2.6058  0.1101  -0.8082
C  2.3012  0.0427  -0.0759
C  1.2818  1.1877  0.2311
N  -2.4960  0.0619  0.6916
O  -1.0618  -1.0075  2.7188
O  -1.1273  -2.2301  0.3918
O  1.3709  1.9318  1.4641
P  -1.1253  -0.9662  1.1985
H  1.3465  -0.2159  -2.0848
H  2.3059  -1.5989  -1.3410
H  0.8912  -1.4023  -0.6555
H  -1.7144  0.2902  -1.3281
H  -2.9964  -0.7635  -1.1117
H  -3.1622  0.9148  -1.0288
H  2.5001  -0.3630  0.9338
H  3.1426  0.6327  -0.6093
H  1.0087  1.6965  -0.6727
H  -2.2561  0.9559  1.1251
H  0.7603  1.6118  2.1054

Calculated values
Energy relative to the best compared isomer or geometry (same formula, charge and spin) ... 330.3 kJ/mol
Total charge ... -1
Lowest unoccupied orbital energy (alpha / beta) ... 3.8 / 3.7 eV

Atomic partial charges in e from the Mulliken method, atoms 1 to 6: number 1, C, carries -0.845; number 2, C, carries -0.960; number 3, C, carries -0.292; number 4, C, carries -0.399; number 5, N, carries -0.498; number 6, O, carries -0.654

---

3 unconnected molecules or ions with the total composition C12H22N3O5S3, computed with the ωB97M-V functional and the def2-TZVPD basis.

Positions of all 45 atoms, in Å:
N  -0.5857  4.7921  0.4454
C  -1.9806  5.0207  0.6773
C  -2.3236  5.2991  2.1588
S  -3.5415  4.1104  2.8911
C  -2.4455  2.9062  3.5142
N  -1.6823  2.9133  4.5135
N  -1.0129  1.6816  4.5083
C  -1.4381  1.0530  3.5233
O  -2.3684  1.7378  2.8259
H  -0.0627  5.4895  0.9758
H  -2.5294  4.1556  0.3096
H  -2.3480  5.9155  0.1163
H  -2.7548  6.2823  2.3193
H  -1.4241  5.1924  2.7475
H  -1.1468  0.0902  3.1676
C  -2.8346  -3.1144  -0.1351
C  -2.9831  -1.7121  -0.7435
C  -2.1318  -0.7520  0.0976
S  -0.8002  -1.7466  0.7788
O  -0.9454  -1.7960  2.2135
O  0.4465  -1.3703  0.1673
C  -1.3399  -3.3108  0.1029
H  -3.2361  -3.8858  -0.7910
H  -3.3728  -3.1650  0.8142
H  -2.6184  -1.7227  -1.7725
H  -4.0227  -1.3893  -0.7675
H  -1.7007  0.0514  -0.4938
H  -2.6921  -0.3331  0.9317
H  -1.1061  -4.1067  0.8058
H  -0.8012  -3.4654  -0.8320
C  4.3290  -0.8102  -1.4957
C  5.0511  -1.3300  -2.7468
C  4.3844  -2.6537  -3.1424
S  2.6838  -2.5481  -2.5588
O  2.4912  -3.5546  -1.5445
O  1.7938  -2.4645  -3.6919
C  2.8382  -0.9460  -1.7843
H  4.5958  0.2212  -1.2725
H  4.5964  -1.4216  -0.6311
H  4.9408  -0.6060  -3.5566
H  6.1181  -1.4664  -2.5728
H  4.3759  -2.8105  -4.2181
H  4.8477  -3.5052  -2.6478
H  2.2113  -0.9141  -0.8975
H  2.5049  -0.2003  -2.5058

Calculated values
Total charge ... -1
Lowest unoccupied orbital energy ... 2.2 eV

Atomic partial charges in e from the Mulliken method, atoms 1 to 6: number 1, N, carries -0.844; number 2, C, carries -0.313; number 3, C, carries -0.774; number 4, S, carries -0.245; number 5, C, carries 0.364; number 6, N, carries -0.359

---

A molecular structure, C64H50IrN5OP3SSe4Si, computed with the ωB97M-V functional and the def2-TZVPD basis.

Positions of all 130 atoms, in Å:
Ir  0.0981  0.1137  -0.7533
Se  2.6848  0.4750  -0.7780
P  3.3585  2.4313  -1.5980
Se  -0.1569  2.7285  0.3743
C  5.1732  2.1267  -1.5049
C  5.9268  2.9650  -0.6886
C  7.2958  2.7776  -0.5667
C  7.9212  1.7522  -1.2586
C  7.1728  0.9083  -2.0685
C  5.8065  1.0937  -2.1920
C  3.1886  2.3498  -3.4329
C  3.1236  1.1941  -4.2034
C  3.0752  1.2836  -5.5869
C  3.0812  2.5229  -6.2106
C  3.1291  3.6806  -5.4464
C  3.1797  3.5931  -4.0647
H  5.4352  3.7641  -0.1472
H  7.8770  3.4350  0.0668
H  8.9894  1.6067  -1.1667
H  7.6565  0.1042  -2.6080
H  5.2306  0.4278  -2.8203
H  3.0981  0.2185  -3.7301
H  3.0340  0.3778  -6.1791
H  3.0426  2.5920  -7.2902
H  3.1277  4.6510  -5.9255
H  3.2130  4.4928  -3.4609
Se  1.4153  -3.5711  4.8811
P  0.6125  -1.6287  4.9190
C  -1.0024  -1.4848  5.7429
C  -1.5984  -0.2372  5.9333
C  -2.8036  -0.1618  6.6111
C  -3.4125  -1.3159  7.0866
C  -2.8207  -2.5532  6.8885
C  -1.6092  -2.6394  6.2186
C  1.7224  -0.4786  5.7813
C  2.9359  -0.1726  5.1721
C  3.8752  0.5832  5.8510
C  3.6084  1.0253  7.1391
C  2.4013  0.7179  7.7473
C  1.4559  -0.0411  7.0734
C  0.3511  -0.8790  3.2954
C  0.5076  -1.2638  1.9602
N  0.0990  -0.2353  1.2270
N  -0.2861  0.7371  2.0347
N  -0.1413  0.3811  3.2759
P  1.0658  -2.7129  1.0891
Se  1.1150  -2.3565  -1.0249
C  -0.1253  -3.9969  1.5538
C  -1.4168  -3.5712  1.8555
C  -2.3921  -4.5040  2.1652
C  -2.0806  -5.8543  2.1841
C  -0.7991  -6.2768  1.8628
C  0.1761  -5.3542  1.5275
C  2.7998  -2.9174  1.5880
C  3.4965  -1.7280  1.7884
C  4.8626  -1.7482  2.0101
C  5.5387  -2.9579  2.0402
C  4.8486  -4.1408  1.8240
C  3.4861  -4.1253  1.5768
H  -1.1204  0.6523  5.5476
H  -3.2708  0.8003  6.7757
H  -4.3550  -1.2502  7.6143
H  -3.2963  -3.4515  7.2584
H  -1.1221  -3.5944  6.0658
H  3.1405  -0.5416  4.1753
H  4.8194  0.8233  5.3799
H  4.3469  1.6082  7.6732
H  2.1965  1.0655  8.7511
H  0.5174  -0.2900  7.5500
H  -1.6690  -2.5205  1.8375
H  -3.3946  -4.1656  2.3892
H  -2.8394  -6.5807  2.4431
H  -0.5553  -7.3306  1.8742
H  1.1654  -5.6933  1.2598
H  2.9690  -0.7835  1.7602
H  5.3912  -0.8144  2.1512
H  6.6044  -2.9769  2.2247
H  5.3735  -5.0864  1.8414
H  2.9693  -5.0540  1.3885
S  -0.2987  2.3421  -4.6451
C  -0.0175  1.9122  -3.0197
N  0.0446  0.6391  -2.7575
C  -0.0926  -0.1164  -3.9110
C  -0.0158  -1.5032  -4.0131
C  -0.1597  -2.0753  -5.2590
C  -0.3713  -1.2949  -6.3987
C  -0.4287  0.0808  -6.3158
C  -0.2850  0.6584  -5.0623
H  0.0881  2.6896  -2.2829
H  0.1480  -2.1053  -3.1294
H  -0.0939  -3.1494  -5.3602
H  -0.4881  -1.7746  -7.3608
H  -0.5690  0.7034  -7.1890
O  -1.8764  1.4391  -0.8937
Si  -3.3619  1.6584  -1.4376
C  -4.6289  1.4031  -0.0499
C  -4.2212  1.6010  1.2680
C  -5.1030  1.4027  2.3207
C  -6.4052  0.9985  2.0655
C  -6.8232  0.7995  0.7577
C  -5.9393  1.0006  -0.2937
C  -3.5705  3.4040  -2.1573
C  -4.7096  3.7758  -2.8702
C  -4.8113  5.0345  -3.4434
C  -3.7663  5.9414  -3.3284
C  -2.6282  5.5914  -2.6175
C  -2.5437  4.3370  -2.0307
C  -3.7817  0.4644  -2.8588
C  -3.5701  0.8442  -4.1835
C  -3.7769  -0.0456  -5.2284
C  -4.1859  -1.3429  -4.9594
C  -4.4266  -1.7298  -3.6491
C  -4.2323  -0.8310  -2.6110
H  -3.1982  1.9016  1.4646
H  -4.7704  1.5607  3.3395
H  -7.0943  0.8374  2.8848
H  -7.8385  0.4818  0.5554
H  -6.2722  0.8303  -1.3114
H  -5.5267  3.0718  -2.9832
H  -5.7060  5.3093  -3.9881
H  -3.8423  6.9195  -3.7854
H  -1.8080  6.2926  -2.5234
H  -1.6645  4.0712  -1.4525
H  -3.2507  1.8572  -4.4018
H  -3.6149  0.2755  -6.2500
H  -4.3239  -2.0463  -5.7712
H  -4.7587  -2.7368  -3.4307
H  -4.4194  -1.1406  -1.5930
N  -2.1803  -2.0230  -0.6618
C  -1.3480  -1.2345  -0.7864

Calculated values
Energy relative to the best compared isomer or geometry (same formula, charge and spin) ... 484.6 kJ/mol
Multiplicity ... 2
Total charge ... 0
Lowest unoccupied orbital energy (alpha / beta) ... -2.4 / -2.2 eV

Atomic partial charges in e from the Mulliken method, atoms 1 to 6: number 1, Ir, carries 0.909; number 2, Se, carries 0.001; number 3, P, carries -0.003; number 4, Se, carries 0.198; number 5, C, carries 0.654; number 6, C, carries -0.504

---

A single C6H9NS molecule, computed with the ωB97M-V functional and the def2-TZVPD basis.

Positions of all 17 atoms, in Å:
C  -0.7901  0.5457  0.1476
C  -2.0360  0.3939  -0.6836
C  -0.9255  -0.6016  -0.8243
C  -0.1696  -1.7214  -0.1700
C  0.6658  0.8493  -0.0641
C  1.2778  1.9864  -0.3913
H  -0.2580  -0.2242  1.9523
H  -1.1726  1.1167  2.0810
H  -2.9187  0.1159  -0.1195
H  -2.2352  1.0674  -1.4752
H  -0.4271  -0.4169  -1.7615
H  -0.5823  -2.1137  0.7107
H  0.0241  -2.5681  -0.8487
H  2.3246  2.1126  -0.4241
H  0.7317  2.9421  -0.3962
N  -1.0412  0.2752  1.5263
S  1.4792  -0.7920  0.0944

Calculated values
Energy relative to the best compared isomer or geometry (same formula, charge and spin) ... 322.4 kJ/mol
SMILES ... C=C1SC[C@H]2C[C@]12N
Total charge ... 0
Lowest unoccupied orbital energy ... 0.9 eV

Atomic partial charges in e from the Mulliken method, atoms 1 to 6: number 1, C, carries 0.515; number 2, C, carries -0.653; number 3, C, carries -0.223; number 4, C, carries -0.904; number 5, C, carries 0.115; number 6, C, carries -0.895